This record from the OMol25 dataset describes a single C4H5ClN2 molecule in a non-equilibrium geometry. The level of theory is ωB97M-V/def2-TZVPD.

For the total energy, the calculation gives -725.10117 Ha. For the gap between HOMO and LUMO, the calculation gives 0.371 Ha. The calculation puts the HOMO energy at -9.298 eV. As for the energy above the lowest of the compared OMol25 structures with the same formula, charge and spin: 90.4 kJ/mol. The net charge is 0. As for the spin multiplicity: 1. As for the SMILES: Cn1nccc1Cl. The value obtained for the max |F| is 0.02964 Eh/bohr.

Geometry (Å):
C  -0.67970  -1.55474  0.68782
C  0.35536  1.74143  0.42556
C  0.75117  1.35052  -0.88488
C  0.33164  0.04199  -0.95557
H  0.19715  -2.24287  0.67676
H  -1.01409  -1.42224  1.69999
H  -1.51389  -1.99521  0.09031
H  0.37018  2.76532  0.89146
H  1.17143  1.93499  -1.70471
N  -0.26417  -0.26301  0.21344
N  -0.22015  0.75441  1.08473
Cl  0.51508  -1.11061  -2.22491

Atom charges from the Löwdin analysis, given in e for atoms 1 to 2: C -0.045; C -0.169